DFT (ωB97M-V with the def2-TZVPD basis set) results for a molecular structure, C10H20Cl2FHfO9 at a distorted geometry.

Geometry as ORCA input:
```
! RIJCOSX wB97M-V def2-TZVPD def2/J DEFGRID3
* xyz 4 2
Hf 27.65 -13.98 4.33
F 28.24 -15.05 2.32
C 31.01 -10.91 2.02
O 31.62 -12.02 2.58
C 30.93 -12.92 3.36
O 29.71 -12.94 3.59
O 31.73 -13.91 3.79
C 33.16 -13.98 3.69
H 31.43 -10.79 1.02
H 31.17 -10.01 2.61
H 29.95 -10.99 1.77
H 33.57 -14.59 4.49
H 33.65 -13.02 3.86
H 33.44 -14.50 2.77
C 25.31 -19.26 5.52
O 25.97 -17.96 5.46
C 26.93 -17.57 4.63
O 27.26 -16.38 4.51
O 27.43 -18.59 3.93
C 28.47 -18.47 3.02
H 25.98 -20.08 5.77
H 25.00 -19.65 4.55
H 24.54 -19.39 6.28
H 28.31 -19.23 2.26
H 29.40 -18.79 3.48
H 28.61 -17.50 2.54
C 27.35 -9.94 1.18
O 26.60 -11.07 0.74
C 26.63 -12.21 1.41
O 27.20 -12.50 2.48
O 25.96 -13.13 0.76
C 25.20 -12.89 -0.44
H 27.20 -9.03 0.60
H 28.38 -10.26 1.01
H 27.17 -9.73 2.24
H 25.92 -12.74 -1.24
H 24.50 -12.07 -0.58
H 24.62 -13.79 -0.64
C 27.73 -16.34 -0.54
Cl 26.15 -16.06 -1.35
Cl 28.74 -17.36 -1.61
H 28.25 -15.40 -0.36
H 27.60 -16.93 0.36
*
```

The calculation puts the maximum force at 10.5 eV/A. For the HOMO energy (spin up / spin down), the calculation gives -22.1 / -22.1 eV. The gap between HOMO and LUMO (spin up / spin down) comes out at 5.11 / 4.54 eV.

Atomic partial charges in e from the natural (NBO) method, atoms 1 to 4:
1. Hf 3.008
2. F -0.663
3. C -0.285
4. O -0.411